Computed, not measured: a structure of composition C10H6CeNO5 at a distorted geometry, with the ωB97M-V functional and the def2-TZVPD basis.

Positions of all 23 atoms, in Å:
1 O 1.00166 0.50111 -5.55157
2 C 0.60217 0.17288 -4.53170
3 Ce -0.32904 -1.05739 -0.91959
4 O -2.48679 0.92343 -3.07444
5 C -1.72522 0.26297 -2.48850
6 C -2.30696 -1.31814 0.81757
7 O -3.20459 -1.40853 1.53362
8 C 0.85636 -2.95455 0.42746
9 O 1.27630 -3.73018 1.17506
10 C -1.40595 -3.12712 -1.97690
11 O -1.95685 -4.03107 -2.43779
12 H 0.95722 -1.55286 -2.10321
13 C 1.21492 2.41453 2.43963
14 C 1.05574 2.65934 1.08434
15 C 0.56246 1.64803 0.25591
16 N 0.23394 0.41935 0.77699
17 C 0.37169 0.18494 2.12476
18 C 0.86864 1.17637 2.97115
19 H 1.60037 3.17940 3.08859
20 H 1.32431 3.63306 0.66380
21 H 0.42327 1.83739 -0.82100
22 H 0.07897 -0.79439 2.51077
23 H 0.98736 0.96146 4.03507

Values from the calculation:
Multiplicity   2
ΔE to the lowest compared entry with this formula, charge and spin   0.000 eV
LUMO level (alpha / beta)   -9.1 / -9.0 eV
Kohn-Sham gap (alpha / beta)   7.62 / 7.64 eV
E_tot   -35103.474 eV
Charge   +2

And the Löwdin charges, in e, turn out to be:
1. O 0.10
2. C 0.04
3. Ce 0.85
4. O 0.19
5. C -0.02
6. C 0.03
7. O 0.20
8. C 0.01
9. O 0.19
10. C -0.01
11. O 0.21
12. H -0.16
13. C 0.01
14. C 0.01
15. C -0.08
16. N -0.18
17. C -0.07
18. C 0.01
19. H 0.13
20. H 0.14
21. H 0.13
22. H 0.12
23. H 0.14

Computed, not measured: a structure of composition C4H5Br2F3 at a distorted geometry, with the ωB97M-V functional and the def2-TZVPD basis.

Positions of all 14 atoms, in Å:
1 C 0.53437 0.94554 -0.10077
2 C -0.11765 -1.48528 1.72318
3 C -1.34600 -1.93186 0.98449
4 C 1.49861 -0.18131 0.11754
5 F 0.62933 -2.60432 1.96459
6 F -1.34145 -1.64921 -0.37204
7 F -2.44717 -1.26527 1.34842
8 Br 2.77764 0.35064 1.42042
9 Br 2.11599 -1.01195 -1.43240
10 H 0.91498 1.79720 -0.69407
11 H 0.21203 1.33044 0.70544
12 H -0.35201 0.59934 -0.68300
13 H -0.02812 -0.89122 2.65204
14 H -1.43088 -3.05440 1.13101

Values from the calculation:
ΔE to the lowest compared entry with this formula, charge and spin   2.371 eV
LUMO level (alpha / beta)   -0.6 / -0.8 eV
Kohn-Sham gap (alpha / beta)   8.06 / 8.59 eV
E_tot   -152462.365 eV
Charge   0

And the Löwdin charges, in e, turn out to be:
1. C -0.27
2. C -0.05
3. C -0.37
4. C -1.23
5. F -0.03
6. F 0.02
7. F 0.07
8. Br 0.67
9. Br 0.72
10. H 0.09
11. H -0.02
12. H 0.09
13. H 0.13
14. H 0.17